[1]
C15H26Cl4N2OP | wB97M-V/def2-TZVPD

Cartesian coordinates (Å):
1 C 2.17 -0.56 3.51
2 C 2.92 0.54 2.73
3 P 1.99 1.05 1.23
4 C 2.72 2.66 0.65
5 C 2.47 -0.09 -0.17
6 N 3.59 -0.73 -0.02
7 N 3.95 -1.52 -1.04
8 C 3.22 -1.62 -2.12
9 C 2.03 -1.01 -2.33
10 C 1.58 -0.18 -1.30
11 O 0.46 0.49 -1.41
12 C -0.74 -0.31 -1.68
13 C -1.56 -0.72 -0.46
14 C -0.75 -1.47 0.61
15 C -2.40 0.41 0.18
16 C -1.65 1.71 0.51
17 C -2.11 2.23 1.89
18 C -2.03 2.79 -0.55
19 H 1.65 -1.20 2.79
20 H 2.86 -1.14 4.12
21 H 1.42 -0.08 4.13
22 H 3.93 0.23 2.45
23 H 3.02 1.42 3.36
24 H 3.81 2.55 0.61
25 H 2.40 2.78 -0.38
26 H 2.40 3.49 1.28
27 H 4.82 -2.02 -0.96
28 H 3.61 -2.25 -2.91
29 H 1.46 -1.13 -3.24
30 H -0.51 -1.21 -2.25
31 H -1.39 0.28 -2.32
32 H -2.28 -1.45 -0.84
33 H -0.38 -0.80 1.38
34 H -1.45 -2.16 1.09
35 H 0.04 -2.09 0.17
36 H -2.77 0.00 1.13
37 H -3.29 0.58 -0.43
38 H -0.58 1.58 0.59
39 H -3.19 2.25 1.97
40 H -1.66 1.58 2.64
41 H -1.66 3.22 2.03
42 H -1.16 3.32 -0.95
43 H -2.77 3.46 -0.13
44 H -2.49 2.30 -1.41
45 C -4.35 -3.44 -2.83
46 Cl -4.36 -5.20 -2.93
47 Cl -5.51 -2.77 -3.97
48 Cl -4.76 -2.94 -1.19
49 Cl -2.72 -2.84 -3.23

As for the HOMO energy: -11.43 eV. The value obtained for the HOMO-LUMO gap is 7.0 eV. Its charge is +1.

=====

[2]
C15H26ClCoI2N4OP | wB97M-V/def2-TZVPD

Cartesian coordinates (Å):
1 Co 0.46 0.20 0.93
2 C -0.10 3.82 0.40
3 C 1.33 3.39 0.07
4 P 1.95 1.96 1.03
5 C 3.58 1.51 0.35
6 C 4.39 2.69 -0.20
7 C 2.12 2.47 2.79
8 C 3.36 3.32 3.06
9 H -0.36 4.70 -0.19
10 H -0.22 4.09 1.46
11 H -0.81 3.03 0.16
12 H 2.03 4.20 0.28
13 H 1.41 3.13 -0.98
14 H 3.41 0.78 -0.45
15 H 4.13 0.99 1.15
16 H 3.93 3.12 -1.09
17 H 5.37 2.32 -0.48
18 H 4.53 3.48 0.53
19 H 2.11 1.57 3.40
20 H 1.20 3.02 3.03
21 H 4.28 2.79 2.85
22 H 3.37 3.56 4.13
23 H 3.34 4.27 2.52
24 C -4.84 1.85 2.20
25 N -3.47 1.36 2.07
26 C -2.63 1.08 3.22
27 C -1.35 0.71 2.53
28 O -0.22 0.42 2.97
29 N -1.51 0.76 1.19
30 C -2.79 1.20 0.94
31 N -3.25 1.42 -0.27
32 H -5.26 1.47 3.13
33 H -5.46 1.49 1.38
34 H -4.87 2.94 2.23
35 H -3.02 0.26 3.83
36 H -2.50 1.95 3.87
37 H -2.68 1.23 -1.08
38 H -4.18 1.76 -0.42
39 I 0.51 -0.15 -1.93
40 I 0.82 -2.32 -3.48
41 Cl 4.21 -2.63 3.91
42 C 2.80 -2.68 2.96
43 C 2.04 -3.85 2.84
44 C 0.90 -3.83 2.06
45 C 0.53 -2.66 1.42
46 N 1.26 -1.54 1.54
47 C 2.38 -1.55 2.28
48 H 2.35 -4.74 3.36
49 H 0.30 -4.72 1.94
50 H -0.35 -2.62 0.80
51 H 2.95 -0.63 2.34

As for the HOMO energy (spin up / spin down): -17.84 / -17.84 eV. The value obtained for the HOMO-LUMO gap (spin up / spin down) is 5.8 / 5.8 eV. Its charge is +3.

=====

[3]
C15H26EuI2O4S2Ti | wB97M-V/def2-TZVPD

Cartesian coordinates (Å):
1 I -0.39 -3.94 0.14
2 I -0.20 -2.28 -4.58
3 Ti 0.12 -0.35 -2.98
4 Eu 0.12 -1.08 0.78
5 S 1.74 -0.98 -1.54
6 S -1.51 -0.57 -1.42
7 C 2.39 -0.17 2.22
8 C 3.69 -0.83 -1.38
9 C -3.25 0.24 -1.06
10 C 4.25 -1.16 -2.75
11 C 4.00 0.59 -0.95
12 C 4.08 -1.87 -0.32
13 C -4.01 0.17 -2.37
14 C -3.01 1.67 -0.61
15 C -3.88 -0.61 0.03
16 C 1.60 1.08 -3.75
17 C -0.91 1.49 -3.61
18 O 3.16 0.31 2.92
19 O 2.36 1.89 -4.08
20 O -1.37 2.52 -3.90
21 H 3.93 -0.42 -3.50
22 H 3.91 -2.15 -3.09
23 H 5.35 -1.16 -2.70
24 H 3.61 1.31 -1.68
25 H 5.10 0.70 -0.90
26 H 3.58 0.82 0.04
27 H 3.69 -1.60 0.67
28 H 5.18 -1.93 -0.27
29 H 3.68 -2.86 -0.59
30 H -5.03 0.54 -2.22
31 H -4.06 -0.86 -2.74
32 H -3.54 0.79 -3.14
33 H -3.98 2.14 -0.41
34 H -2.50 2.25 -1.39
35 H -2.40 1.71 0.30
36 H -4.91 -0.26 0.21
37 H -3.31 -0.53 0.97
38 H -3.90 -1.66 -0.26
39 C -0.51 1.31 4.44
40 C -1.34 0.05 4.74
41 C -1.46 -0.71 3.41
42 O -1.00 0.23 2.37
43 C -0.73 1.56 2.95
44 H -0.82 2.17 5.05
45 H 0.55 1.12 4.64
46 H -2.34 0.35 5.06
47 H -0.91 -0.57 5.52
48 H -0.83 -1.63 3.38
49 H -2.49 -1.01 3.18
50 H -1.62 2.17 2.77
51 H 0.13 1.98 2.42

Its multiplicity is 8. As for the HOMO energy (spin up / spin down): -21.50 / -21.49 eV. The value obtained for the HOMO-LUMO gap (spin up / spin down) is 5.4 / 5.1 eV. Its charge is +4.

=====

[4]
C15H26F3N2O15 | wB97M-V/def2-TZVPD

Cartesian coordinates (Å):
1 N -0.27 -1.38 -0.57
2 H 0.71 -1.14 -0.70
3 H -0.42 -2.16 -1.19
4 H -0.86 -0.63 -0.89
5 H -0.58 -1.64 0.36
6 N -4.48 -2.08 -3.48
7 H -4.35 -2.28 -4.46
8 H -5.41 -2.45 -3.34
9 H -4.46 -1.09 -3.27
10 H -3.82 -2.59 -2.92
11 C -1.09 -7.37 -0.40
12 C -1.02 -6.03 -1.04
13 O -1.95 -5.24 -0.94
14 O 0.05 -5.67 -1.63
15 H -1.50 -7.24 0.61
16 H -0.13 -7.86 -0.27
17 H -1.71 -8.01 -1.03
18 C -3.53 4.13 -1.87
19 C -3.42 2.65 -1.94
20 O -3.42 1.94 -0.93
21 O -3.37 2.17 -3.14
22 H -4.51 4.48 -1.56
23 H -3.47 4.72 -2.78
24 H -2.71 4.63 -1.35
25 C 4.38 -3.03 -4.65
26 C 3.17 -2.25 -5.04
27 O 2.71 -2.51 -6.14
28 O 2.75 -1.28 -4.43
29 H 5.17 -2.59 -5.25
30 H 4.31 -4.04 -5.06
31 H 4.53 -3.09 -3.58
32 C 5.36 1.65 -1.36
33 C 4.87 2.91 -1.97
34 O 5.91 3.48 -2.69
35 C 6.95 3.14 -1.97
36 O 8.07 3.61 -2.04
37 O 6.74 2.00 -1.31
38 F 4.50 3.68 -0.92
39 H 5.24 0.81 -2.04
40 H 4.95 1.38 -0.38
41 H 3.95 2.72 -2.52
42 C -5.44 -0.44 3.34
43 C -5.47 -0.38 4.85
44 O -4.09 -0.49 5.24
45 C -3.41 -1.26 4.27
46 O -2.37 -1.79 4.49
47 O -4.26 -1.24 3.18
48 F -6.13 -1.34 5.46
49 H -5.17 0.57 3.02
50 H -6.38 -0.73 2.87
51 H -5.86 0.62 5.02
52 C 2.26 3.74 5.77
53 C 1.87 4.97 4.90
54 O 1.22 4.30 3.85
55 C 1.84 3.00 3.69
56 O 1.95 2.40 2.62
57 O 2.59 2.71 4.82
58 F 3.02 5.59 4.59
59 H 1.49 3.47 6.49
60 H 3.18 4.04 6.27
61 H 1.33 5.81 5.34

The calculation puts the energy above the lowest of the compared OMol25 structures with the same formula, charge and spin at 7.161 eV. As for the HOMO energy: -3.67 eV. The value obtained for the HOMO-LUMO gap is 3.8 eV. Its charge is -1.

=====

[5]
C15H26F5O6Yb | wB97M-V/def2-TZVPD

Cartesian coordinates (Å):
1 Yb 7.22 -10.41 4.46
2 C 6.92 -14.17 4.18
3 C 5.75 -13.64 3.41
4 O 6.09 -12.26 3.07
5 C 6.14 -12.00 1.70
6 C 6.12 -10.50 1.49
7 O 7.31 -9.88 2.04
8 C 7.41 -8.33 1.96
9 C 8.53 -7.91 2.91
10 O 7.97 -7.97 4.28
11 C 6.99 -7.06 4.49
12 C 5.59 -7.46 4.67
13 O 5.55 -8.94 4.59
14 C 4.32 -9.63 4.82
15 C 4.31 -10.38 6.07
16 O 5.57 -11.17 6.16
17 C 5.29 -12.55 6.75
18 C 6.33 -13.43 6.29
19 O 7.14 -13.23 5.25
20 H 7.83 -14.16 3.58
21 H 6.68 -15.14 4.62
22 H 4.79 -13.58 3.95
23 H 5.57 -14.21 2.48
24 H 5.19 -12.39 1.26
25 H 7.03 -12.49 1.27
26 H 5.20 -10.06 1.94
27 H 6.16 -10.29 0.44
28 H 6.41 -8.00 2.30
29 H 7.55 -7.99 0.96
30 H 8.84 -6.86 2.78
31 H 9.44 -8.57 2.90
32 H 7.20 -6.02 4.76
33 H 8.45 -7.78 6.93
34 H 4.96 -6.91 3.93
35 H 5.28 -7.17 5.68
36 H 4.09 -10.37 4.02
37 H 3.47 -8.95 4.80
38 H 3.44 -11.03 6.18
39 H 4.24 -9.75 6.98
40 H 4.31 -12.77 6.28
41 H 5.17 -12.43 7.82
42 H 6.48 -14.34 6.87
43 H 7.76 -9.06 8.07
44 F 9.73 -10.80 2.47
45 C 9.53 -11.44 3.67
46 F 9.89 -12.76 3.47
47 C 10.59 -10.89 4.64
48 F 10.36 -11.48 5.86
49 F 10.28 -9.53 4.90
50 F 11.82 -11.07 4.29
51 C 8.39 -8.85 7.09
52 H 7.88 -9.28 6.20
53 H 9.40 -9.33 7.19

The calculation puts the energy above the lowest of the compared OMol25 structures with the same formula, charge and spin at 0.000 eV. Its multiplicity is 2. As for the HOMO energy (spin up / spin down): -4.06 / -4.06 eV. The value obtained for the HOMO-LUMO gap (spin up / spin down) is 4.0 / 3.8 eV. Its charge is 0.

=====

[6]
C15H26HgNO2P | wB97M-V/def2-TZVPD

Cartesian coordinates (Å):
1 C -2.51 0.46 -3.08
2 C -2.29 -0.77 -2.46
3 C -1.51 -0.85 -1.29
4 C -1.01 0.32 -0.72
5 C -1.15 1.54 -1.40
6 C -1.93 1.62 -2.56
7 C -1.35 -2.22 -0.67
8 C 0.06 -2.84 -0.58
9 N 1.19 -1.95 -0.46
10 Hg -0.30 0.44 1.31
11 C -0.47 2.78 -0.88
12 P 1.13 2.28 -0.09
13 H -2.72 -1.68 -2.86
14 H -2.09 2.59 -3.03
15 H -3.12 0.51 -3.98
16 H -1.06 3.26 -0.09
17 H -0.26 3.51 -1.68
18 H -1.77 -2.23 0.35
19 H -1.93 -2.93 -1.26
20 H 0.08 -3.49 0.30
21 C 1.66 3.85 0.67
22 C 2.17 2.20 -1.59
23 H 0.21 -3.48 -1.48
24 C 1.73 -1.39 -1.68
25 C 2.21 -2.38 0.48
26 H 0.87 1.82 3.87
27 H 2.20 -2.15 -2.32
28 H 0.92 -0.91 -2.25
29 H 2.48 -0.64 -1.43
30 H 2.74 -3.29 0.15
31 H 2.96 -1.58 0.60
32 H 1.74 -2.58 1.45
33 H 2.26 3.20 -2.04
34 H 3.17 1.85 -1.31
35 H 1.75 1.51 -2.34
36 H 1.73 4.66 -0.08
37 H 0.96 4.13 1.47
38 H 2.65 3.68 1.12
39 H 1.23 1.22 3.65
40 C -2.39 -1.47 4.52
41 O -1.77 -0.59 3.54
42 C -0.71 -1.01 2.87
43 O -0.14 -2.08 3.02
44 H -3.45 -1.51 4.25
45 H -2.25 -0.99 5.49
46 H -1.93 -2.46 4.49

The calculation puts the energy above the lowest of the compared OMol25 structures with the same formula, charge and spin at 0.000 eV. As for the HOMO energy: -7.42 eV. The value obtained for the HOMO-LUMO gap is 7.8 eV. Its charge is 0.

=====

[7]
C15H26IN2OP2PtSe | wB97M-V/def2-TZVPD

Cartesian coordinates (Å):
1 Pt -0.60 0.02 -0.77
2 C -2.34 -1.17 -4.35
3 P -1.27 -0.34 -3.10
4 C -1.69 1.42 -3.41
5 C 0.36 -0.51 -3.97
6 C 1.48 0.31 -3.34
7 P 1.56 0.05 -1.51
8 C 2.89 1.20 -1.00
9 C 2.38 -1.57 -1.38
10 H -2.25 -0.67 -5.31
11 H -3.38 -1.13 -4.03
12 H -2.05 -2.21 -4.45
13 H -1.37 1.73 -4.41
14 H -1.21 2.04 -2.66
15 H -2.77 1.54 -3.33
16 H 0.21 -0.22 -5.02
17 H 0.62 -1.57 -3.96
18 H 1.29 1.38 -3.51
19 H 2.44 0.06 -3.78
20 H 3.75 1.07 -1.64
21 H 3.16 0.97 0.03
22 H 2.54 2.23 -1.05
23 H 3.26 -1.61 -2.02
24 H 1.69 -2.37 -1.65
25 H 2.69 -1.72 -0.34
26 I -6.28 1.21 1.81
27 C -4.60 0.30 0.96
28 C -4.46 -1.04 0.66
29 N -3.23 -1.18 0.13
30 N -2.58 -0.02 0.07
31 C -3.39 0.90 0.57
32 H -5.14 -1.85 0.79
33 H -2.79 -2.03 -0.21
34 H -3.11 1.94 0.63
35 O -0.09 0.21 1.72
36 H 0.00 1.13 1.97
37 H -0.59 -0.24 2.41
38 Se 2.61 -0.35 2.67
39 C 4.31 0.11 3.32
40 C 4.86 1.35 2.97
41 C 6.12 1.68 3.40
42 C 6.85 0.78 4.17
43 C 6.30 -0.43 4.54
44 C 5.03 -0.77 4.12
45 H 4.28 2.04 2.38
46 H 6.55 2.63 3.13
47 H 7.85 1.04 4.49
48 H 6.86 -1.12 5.15
49 H 4.58 -1.71 4.41

The calculation puts the energy above the lowest of the compared OMol25 structures with the same formula, charge and spin at 0.800 eV. Its multiplicity is 3. As for the HOMO energy (spin up / spin down): -9.53 / -10.73 eV. The value obtained for the HOMO-LUMO gap (spin up / spin down) is 7.3 / 6.6 eV. Its charge is +1.

=====

[8]
C15H26MoNO2P | wB97M-V/def2-TZVPD

Cartesian coordinates (Å):
1 C 1.46 4.65 -1.05
2 C 0.16 4.43 -0.61
3 C -0.28 3.13 -0.30
4 C 0.62 2.07 -0.42
5 C 1.94 2.29 -0.87
6 C 2.36 3.59 -1.16
7 C -1.67 2.93 0.25
8 C -2.64 1.99 -0.47
9 N -2.02 0.87 -1.21
10 Mo -0.08 0.03 -0.09
11 C 2.84 1.10 -1.06
12 P 1.75 -0.34 -1.51
13 H -0.54 5.26 -0.50
14 H 3.39 3.75 -1.49
15 H 1.78 5.66 -1.31
16 H 3.38 0.82 -0.14
17 H 3.57 1.25 -1.87
18 H -1.61 2.61 1.31
19 H -2.16 3.91 0.26
20 H -3.32 1.55 0.27
21 C 2.83 -1.79 -1.46
22 C 1.60 -0.04 -3.30
23 H -3.25 2.55 -1.21
24 C -1.66 1.25 -2.58
25 C -2.93 -0.29 -1.25
26 H 0.86 -1.16 0.87
27 H -2.58 1.54 -3.11
28 H -0.97 2.10 -2.57
29 H -1.19 0.40 -3.08
30 H -3.81 -0.04 -1.86
31 H -2.39 -1.15 -1.69
32 H -3.22 -0.56 -0.23
33 H 2.59 -0.13 -3.77
34 H 0.92 -0.79 -3.73
35 H 1.19 0.96 -3.51
36 H 3.69 -1.64 -2.12
37 H 3.16 -1.97 -0.43
38 H 2.24 -2.65 -1.81
39 H 0.54 -1.61 0.31
40 C -1.19 0.18 4.23
41 O -0.44 0.20 3.00
42 C -1.15 -0.11 1.88
43 O -2.36 -0.37 1.92
44 H -1.59 -0.82 4.41
45 H -2.00 0.92 4.19
46 H -0.46 0.45 4.99

The calculation puts the energy above the lowest of the compared OMol25 structures with the same formula, charge and spin at 0.000 eV. Its multiplicity is 3. As for the HOMO energy (spin up / spin down): -15.29 / -15.67 eV. The value obtained for the HOMO-LUMO gap (spin up / spin down) is 5.5 / 6.1 eV. Its charge is +2.

=====

[9]
C15H26N4O4S2 | wB97M-V/def2-TZVPD

Cartesian coordinates (Å):
1 C 1.92 2.28 4.04
2 S 0.73 3.52 3.45
3 C -0.84 2.59 3.62
4 C -1.47 2.31 2.26
5 C -0.60 1.41 1.38
6 N -1.10 1.38 0.03
7 C -0.26 1.25 -1.04
8 O 0.94 1.23 -0.94
9 O -0.99 1.23 -2.16
10 C -0.35 1.19 -3.46
11 C -1.51 1.06 -4.44
12 C 0.42 2.49 -3.69
13 C 0.58 -0.03 -3.57
14 C -0.50 0.04 1.96
15 N 0.29 -0.35 2.91
16 N 0.06 -1.67 3.11
17 C -0.87 -2.00 2.27
18 S -1.52 -3.59 2.02
19 C -1.47 -3.61 0.18
20 C -0.37 -2.71 -0.38
21 O -0.68 -1.82 -1.15
22 N 0.89 -2.93 0.02
23 C 1.36 -4.03 0.83
24 C 1.92 -1.98 -0.35
25 O -1.29 -0.96 1.52
26 H 1.84 2.19 5.12
27 H 2.91 2.65 3.77
28 H 1.72 1.33 3.55
29 H -1.51 3.20 4.22
30 H -0.61 1.67 4.15
31 H -1.61 3.26 1.73
32 H -2.45 1.85 2.41
33 H 0.42 1.83 1.33
34 H -2.08 1.20 -0.12
35 H -1.15 1.08 -5.46
36 H -2.21 1.89 -4.29
37 H -2.04 0.13 -4.26
38 H 0.87 2.48 -4.68
39 H -0.25 3.34 -3.62
40 H 1.21 2.60 -2.95
41 H 0.82 -0.20 -4.62
42 H 0.07 -0.90 -3.17
43 H 1.49 0.14 -3.01
44 H -1.34 -4.66 -0.10
45 H -2.42 -3.25 -0.20
46 H 0.68 -4.87 0.78
47 H 2.33 -4.34 0.46
48 H 1.46 -3.72 1.88
49 H 2.50 -1.71 0.53
50 H 1.46 -1.08 -0.76
51 H 2.59 -2.41 -1.10

As for the SMILES: CSCC[C@H](NC(=O)OC(C)(C)C)c1nnc(SCC(=O)N(C)C)o1. The calculation puts the energy above the lowest of the compared OMol25 structures with the same formula, charge and spin at 0.000 eV. As for the HOMO energy: -8.39 eV. The value obtained for the HOMO-LUMO gap is 8.9 eV. Its charge is 0.